a | Computed, not measured: a cluster of 4 separate species, C23H55BFNO in total, with the ωB97M-V functional and the def2-TZVPD basis.

Its SMILES is COCB(N)CCCF.CCCCCC.CCCCCC.CCCCCC. For the LUMO energy, the calculation gives 0.434 eV. For the HOMO-LUMO gap, the calculation gives 0.360 Eh.

Each line ends with the Mulliken charge.
Element x y z (Å)
F -2.7188 -0.7559 3.0964  -0.35
O 3.0322 -0.3125 2.8220  -0.43
N 1.0900 2.4404 1.8822  -0.36
C -0.3439 -0.5278 3.0466  -0.28
C 0.0387 0.8551 3.6399  -0.81
C -5.2758 0.5150 -4.4886  -0.45
C -6.4507 -0.3345 -4.0036  -0.72
C 2.7723 1.0447 3.2207  -0.07
C -1.0982 -3.3053 -0.6155  -0.17
C -7.0199 -1.2560 -6.3414  -0.47
C -8.2097 -0.3319 -6.5704  -1.24
C -2.0165 -4.3257 -2.7913  -0.99
C 6.9496 2.6543 4.3940  -0.64
C -0.2563 -2.2374 -1.3041  -0.95
C -1.3044 -4.5632 -1.4578  -1.06
C 9.7278 4.0335 4.1534  -1.21
C -3.9669 -0.2609 -4.5611  -0.93
C 3.0979 -0.4679 1.4262  -0.31
C -1.6326 -0.5314 2.2536  0.22
C 5.0600 4.1187 3.5018  -1.26
C 6.2570 3.2388 3.1637  -0.27
C -3.3746 -3.6366 -2.6748  0.48
C 7.5081 3.6923 5.3694  -0.74
C 8.4894 4.6886 4.7529  -0.35
C -6.7573 -1.5600 -4.8671  -0.18
C -4.3958 -4.4205 -1.8602  -1.40
B 1.2724 1.4902 2.8913  0.37
H 5.3479 4.9936 4.0870  0.41
H 8.0072 3.1639 6.1880  0.39
H -4.5622 -5.4101 -2.2925  0.32
H 6.6836 4.2448 5.8281  0.31
H -5.1600 1.3644 -3.8104  0.38
H 7.9820 5.2803 3.9849  0.22
H 5.9304 2.4107 2.5279  0.27
H -7.6316 -2.0687 -4.4482  0.40
H -0.6188 -3.5897 0.3256  0.43
H -2.1481 -5.2900 -3.2925  0.48
H 4.3246 3.5609 4.0870  0.23
H -3.2464 -2.6415 -2.2378  -0.04
H -5.9321 -2.2740 -4.7934  -0.07
H -1.8619 -5.2953 -0.8679  0.34
H 3.6345 -1.3933 1.2141  0.30
H -5.3569 -3.9053 -1.8287  0.38
H 2.1061 -0.5092 0.9544  -0.02
H 10.2625 3.4495 4.9063  0.30
H -0.3297 -5.0185 -1.6602  0.40
H 7.7527 1.9892 4.0658  0.35
H 1.8422 2.7713 1.2999  0.17
H 3.6487 0.3611 0.9595  0.22
H -1.8150 0.4381 1.7817  0.29
H -6.1251 -0.8173 -6.7931  0.23
H -3.7249 -0.6935 -3.5872  0.09
H 10.4189 4.7779 3.7564  0.38
H 0.4505 -0.9110 2.3983  0.12
H -3.1340 0.3754 -4.8630  0.44
H -7.3402 0.2969 -3.9309  0.34
H -4.0274 -1.0834 -5.2762  0.23
H -1.6412 -1.3068 1.4874  -0.34
H 9.4700 3.3572 3.3365  0.28
H -1.3745 -3.7318 -3.4479  0.32
H 4.5629 4.4802 2.6000  0.35
H 3.5360 1.6933 2.7655  -0.19
H 6.2366 2.0203 4.9311  0.30
H -5.5035 0.9431 -5.4693  0.24
H 0.7308 -2.6294 -1.5608  0.28
H -9.1211 -0.7568 -6.1430  0.30
H 8.7932 5.4001 5.5250  0.39
H -2.0703 -2.8838 -0.3411  0.18
H -8.3864 -0.1670 -7.6339  0.39
H -7.1872 -2.1999 -6.8667  0.41
H -6.2409 -0.6764 -2.9846  0.36
H -0.1094 -1.3688 -0.6585  0.22
H 0.2526 0.7385 4.7055  0.16
H 6.9744 3.8093 2.5664  0.32
H -3.7675 -3.4681 -3.6815  0.17
H -0.8376 1.5112 3.5825  0.47
H -4.0675 -4.5627 -0.8291  0.32
H -0.7218 -1.8833 -2.2256  0.25
H 0.1843 2.7327 1.5505  0.18
H 2.9409 1.0580 4.3021  0.20
H -0.4490 -1.2753 3.8370  0.45
H -8.0554 0.6450 -6.1090  0.28

b | Computed, not measured: a cluster of 4 separate species, C23H55BFNO in total, with the ωB97M-V functional and the def2-TZVPD basis.

Its SMILES is COCB(N)CCCF.CCCCCC.CCCCCC.CCCCCC. For the LUMO energy, the calculation gives 0.422 eV. For the HOMO-LUMO gap, the calculation gives 0.360 Eh.

Each line ends with the Mulliken charge.
Element x y z (Å)
F -2.6694 -0.7121 3.0310  -0.35
O 3.1975 -0.3732 2.9698  -0.43
N 1.3548 2.2968 1.6273  -0.37
C 9.8456 4.1614 4.5349  -1.20
C -4.1590 -0.2736 -4.6482  -0.97
C 2.9139 1.0086 3.2250  -0.11
C -5.4644 0.5078 -4.5557  -0.44
C 5.2269 4.1600 3.4466  -1.25
C 7.0371 2.8111 4.6382  -0.64
C -3.4608 -3.7273 -2.7023  0.41
C -0.2786 -2.3028 -1.4433  -1.01
C -1.1167 -3.3516 -0.7184  -0.15
C -6.9772 -1.5443 -4.9316  -0.25
C 6.4555 3.2691 3.3018  -0.31
C -0.2807 -0.4878 2.9336  -0.21
C -7.2853 -1.2137 -6.3911  -0.46
C 8.5563 4.8710 4.9336  -0.35
C 3.3443 -0.6674 1.6022  -0.32
C -2.1002 -4.4056 -2.8491  -0.96
C 0.1580 0.9061 3.4518  -0.82
C -1.3494 -4.6223 -1.5337  -1.02
C -8.4862 -0.2912 -6.5675  -1.23
C -6.6373 -0.3358 -4.0572  -0.71
C -4.4549 -4.5167 -1.8582  -1.38
C -1.5885 -0.4928 2.1631  0.18
C 7.5124 3.9422 5.5520  -0.73
B 1.4571 1.4342 2.7257  0.32
H -8.3257 0.6755 -6.0875  0.28
H -0.3816 -5.0824 -1.7572  0.40
H 9.6671 3.3959 3.7780  0.28
H -0.6176 -3.6241 0.2159  0.41
H 6.6540 4.5378 5.8741  0.31
H 8.7871 5.6611 5.6527  0.38
H -6.4070 -0.7629 -6.8624  0.23
H -7.4663 -2.1484 -6.9280  0.40
H 4.0135 -1.5205 1.5077  0.30
H 7.2201 3.7919 2.7200  0.32
H 7.9282 3.4990 6.4626  0.39
H 4.4412 3.6437 4.0032  0.23
H -6.1540 -2.2636 -4.8964  -0.01
H -1.4818 -3.8145 -3.5301  0.32
H 0.4871 -0.9343 2.2969  0.04
H -9.3837 -0.7330 -6.1284  0.30
H -4.6269 -5.5073 -2.2853  0.32
H -7.5179 0.3038 -3.9551  0.33
H -5.3335 1.3540 -3.8763  0.37
H -2.2375 -5.3766 -3.3353  0.46
H 0.7011 -2.7071 -1.7083  0.28
H -4.2343 -1.1002 -5.3568  0.24
H -8.6895 -0.1027 -7.6222  0.38
H 3.7192 1.6288 2.8022  -0.12
H 4.8201 4.4360 2.4723  0.35
H -4.0981 -4.6543 -0.8361  0.31
H -1.7692 0.4699 1.6740  0.29
H 0.4739 2.4709 1.1692  0.19
H 2.3887 -0.9110 1.1222  -0.02
H -5.4173 -4.0066 -1.8017  0.38
H 6.2784 2.2292 5.1714  0.30
H 0.3319 0.8500 4.5278  0.19
H -0.6691 1.6118 3.3156  0.48
H -0.1157 -1.4243 -0.8152  0.25
H 6.1911 2.3812 2.7202  0.31
H -1.8898 -5.3446 -0.9164  0.33
H -1.6003 -1.2794 1.4038  -0.31
H -6.4088 -0.6950 -3.0483  0.36
H 10.3028 3.6721 5.3979  0.30
H -3.8809 -3.5713 -3.6999  0.20
H 2.9674 1.1173 4.3112  0.22
H -0.4071 -1.1792 3.7662  0.45
H -0.7581 -1.9614 -2.3621  0.27
H -3.8975 -0.6972 -3.6755  0.12
H -3.3322 -2.7284 -2.2747  -0.01
H 3.7879 0.1788 1.0622  0.23
H 5.4539 5.0852 3.9784  0.40
H -7.8406 -2.0560 -4.4942  0.39
H 2.1491 2.5098 1.0454  0.18
H 7.8635 2.1214 4.4478  0.35
H -3.3330 0.3610 -4.9717  0.43
H 8.1330 5.3758 4.0602  0.23
H 10.5734 4.8627 4.1252  0.38
H -5.7021 0.9406 -5.5318  0.24
H -2.0778 -2.9160 -0.4292  0.18

Which one sits at the bottom of the stability order? b does.

a | Computed, not measured: a structure of composition C2H2Cl3NS, with the ωB97M-V functional and the def2-TZVPD basis.

For the LUMO energy, the calculation gives -0.594 eV. For the HOMO-LUMO gap, the calculation gives 0.339 Eh.

Each line ends with the Mulliken charge.
Element x y z (Å)
Cl 1.6870 -2.7866 -0.1066  -0.13
Cl 2.2967 -0.2209 1.1549  -0.13
Cl 2.1409 -0.3547 -1.7015  -0.10
S -0.3667 -1.0547 -0.0771  0.03
N -0.6034 1.0562 0.1489  -0.31
C 1.4000 -1.0435 -0.2464  0.31
C -1.8056 1.3382 0.2079  -0.18
H -2.6812 0.7674 0.2843  0.23
H -2.0678 2.2985 0.3357  0.29

b | Computed, not measured: a cluster of 2 separate species, C2H2Cl3NS in total, with the ωB97M-V functional and the def2-TZVPD basis.

For the LUMO energy (alpha / beta), the calculation gives -0.988 / -0.797 eV. For the HOMO-LUMO gap (alpha / beta), the calculation gives 0.264 / 0.287 Eh.

Each line ends with the Mulliken charge.
Element x y z (Å)
Cl -2.1937 0.1131 1.7751  -0.13
Cl 0.6487 0.8562 2.0086  -0.09
Cl -1.4090 2.8317 1.6128  -0.12
S -0.4003 0.8735 -1.3657  0.06
N 0.4871 -0.3726 -1.2772  -0.07
C 0.9956 -1.5054 -1.3806  -0.28
C -0.8533 1.2228 1.3094  0.16
H 1.5238 -1.8948 -2.1997  0.27
H 1.2010 -2.1244 -0.4826  0.20

Which one sits at the bottom of the stability order? b does.

a | Computed, not measured: a cluster of 2 separate species, C2H7NO3P in total, with the ωB97M-V functional and the def2-TZVPD basis.

As for the charge: -1. For the LUMO energy (alpha / beta), the calculation gives 3.749 / 3.746 eV. For the HOMO-LUMO gap (alpha / beta), the calculation gives 0.286 / 0.282 Eh.

Each line ends with the Mulliken charge.
Element x y z (Å)
P -0.5249 -0.1230 1.7307  0.63
O -0.6814 1.1771 1.0288  -0.73
O -1.5982 -0.6172 2.6219  -0.73
O 0.2103 0.0694 -2.4969  -0.23
N 0.9402 -0.0771 2.6228  -0.57
C -1.0133 -0.3462 -2.4311  -0.53
C 0.8168 0.8213 -1.6423  -0.47
H -1.3304 -0.9894 -3.2304  0.27
H 0.3667 1.1220 -0.7112  0.40
H 1.8515 1.0191 -1.8693  0.23
H -1.6319 -0.1433 -1.5745  0.32
H 1.0789 -0.9353 3.1370  0.21
H 1.7391 0.1455 2.0479  0.23
H -0.2233 -1.1231 0.7667  -0.05

b | Computed, not measured: a cluster of 2 separate species, C2H7NO3P in total, with the ωB97M-V functional and the def2-TZVPD basis.

As for the charge: -1. For the LUMO energy, the calculation gives 3.984 eV. For the HOMO-LUMO gap, the calculation gives 0.305 Eh.

Each line ends with the Mulliken charge.
Element x y z (Å)
P 1.2897 0.4893 0.4150  0.94
O 1.0163 -2.4310 0.0407  -0.51
O 0.0479 1.0943 0.9562  -0.72
O 1.3467 0.7582 -1.2053  -0.59
N 2.7197 0.9697 0.9874  -0.92
C -2.5540 -0.0867 -0.8245  -0.97
C 0.8633 -1.3924 0.6391  0.02
H 2.5424 1.3696 1.9059  0.21
H 0.6269 -1.5262 1.6901  0.26
H -1.9781 0.7504 -1.1186  0.23
H -3.5425 0.1097 -0.7422  0.36
H 2.0945 1.2531 -1.3392  0.30
H -2.4066 -0.9583 -1.5677  0.21
H -2.0662 -0.3999 0.1632  0.16

Which one sits at the bottom of the stability order? a does.

a | Computed, not measured: a cluster of 3 separate species, CH10N3O2 in total, with the ωB97M-V functional and the def2-TZVPD basis.

As for the charge: +1. For the LUMO energy, the calculation gives -3.018 eV. For the HOMO-LUMO gap, the calculation gives 0.429 Eh.

Each line ends with the Mulliken charge.
Element x y z (Å)
O 1.3328 1.4432 0.3468  -0.65
O 3.2159 0.1246 -1.8712  -0.64
N -1.4452 0.8371 0.1841  -0.25
N -2.8345 -0.9830 0.4948  -0.45
N -0.4842 -1.1869 0.6435  -0.33
C -1.5701 -0.4495 0.4270  0.57
H 2.2430 1.1273 0.4116  0.30
H -3.4137 -0.6704 1.2624  0.26
H -0.5335 1.1969 -0.0795  0.28
H -2.2702 1.3907 0.3017  0.22
H 3.2044 -0.7787 -2.1913  0.32
H 1.4068 2.3553 0.6559  0.29
H -2.8915 -1.9726 0.3141  0.23
H 0.3859 -0.6935 0.4550  0.22
H 4.1102 0.4040 -1.6701  0.33
H -0.4561 -2.1444 0.3153  0.30

b | Computed, not measured: a cluster of 3 separate species, CH10N3O2 in total, with the ωB97M-V functional and the def2-TZVPD basis.

As for the charge: +1. For the LUMO energy, the calculation gives -3.608 eV. For the HOMO-LUMO gap, the calculation gives 0.412 Eh.

Each line ends with the Mulliken charge.
Element x y z (Å)
O -0.3278 1.5122 -0.3848  -0.74
O -3.2085 1.7561 -1.0881  -0.66
N 1.6528 -2.2157 0.7294  -0.36
N 0.3853 -0.8688 -0.6317  -0.37
N 1.3053 0.1066 1.2763  -0.30
C 1.0064 -1.0333 0.5771  0.56
H 1.9416 -2.6755 -0.1629  0.26
H 0.0579 1.9870 -1.1615  0.35
H 0.5014 -1.6236 -1.3493  0.19
H 1.3740 0.0630 2.2975  0.24
H -0.3259 -0.0959 -0.9071  0.35
H 2.1529 -2.2872 1.5818  0.24
H -3.7474 1.4232 -0.3722  0.34
H -1.1589 2.0195 -0.2430  0.31
H -3.3406 1.0538 -1.8320  0.34
H 1.3938 1.0350 0.8514  0.24

Which one sits at the bottom of the stability order? b does.

a | Computed, not measured: a cluster of 2 separate species, C3H13N2O in total, with the ωB97M-V functional and the def2-TZVPD basis.

As for the charge: +2. For the LUMO energy (alpha / beta), the calculation gives -8.001 / -14.149 eV. For the HOMO-LUMO gap (alpha / beta), the calculation gives 0.386 / 0.160 Eh. As for the multiplicity: 2.

Each line ends with the Mulliken spin population.
Element x y z (Å)
O -1.6489 -1.6046 2.4792  0.00
N 0.2569 -0.6315 -0.1014  0.00
N -1.2228 1.7974 -0.5411  0.80
C 0.3737 0.1475 -1.4336  0.08
C 0.0636 1.6350 -1.1021  0.06
C 1.6432 -1.0978 0.3458  0.00
H 1.5756 -1.5396 1.3391  0.00
H -0.0491 -0.1563 0.7413  0.00
H -1.1188 1.8841 0.5042  0.00
H 2.4492 -0.3912 0.0695  0.00
H 0.8657 1.9286 -0.3864  0.07
H -1.6548 2.7313 -0.7108  -0.01
H 1.9598 -1.9317 -0.2773  0.00
H -2.2118 -0.8209 2.4626  0.00
H -2.3293 -2.2703 2.6532  0.00
H 1.3451 -0.1400 -1.8450  0.00
H -0.2199 -1.5315 -0.2395  0.00
H 0.3837 2.2746 -1.9503  0.00
H -0.4611 -0.2832 -2.0075  0.00

b | Computed, not measured: a cluster of 2 separate species, C3H13N2O in total, with the ωB97M-V functional and the def2-TZVPD basis.

As for the charge: +2. For the LUMO energy (alpha / beta), the calculation gives -7.149 / -13.046 eV. For the HOMO-LUMO gap (alpha / beta), the calculation gives 0.482 / 0.265 Eh. As for the multiplicity: 2.

Each line ends with the Mulliken spin population.
Element x y z (Å)
O 1.2978 -2.0598 -1.3548  0.00
N 0.4106 2.3114 0.2598  0.90
N -0.3762 -1.3178 0.5830  0.00
C 0.6352 0.9167 0.6886  0.02
C -1.5664 0.5295 -0.5432  0.01
C -0.7177 0.1858 0.7147  0.03
H 0.3312 -1.5055 -0.2167  0.00
H 1.2940 0.5363 -0.0913  0.00
H -2.3844 -0.1820 -0.6578  0.00
H 1.2049 -2.9591 -1.6606  0.00
H -1.2495 -1.8072 0.4283  0.00
H 0.2533 -1.6547 1.3200  0.00
H 2.1356 -1.8132 -1.7844  0.00
H -0.0579 3.0147 0.8584  -0.01
H -2.0716 1.4711 -0.2987  0.01
H 1.2942 2.7609 -0.0345  -0.02
H 1.0608 0.8531 1.7046  0.07
H -1.4606 0.1735 1.5172  0.00
H -0.9027 0.6487 -1.4007  0.00

Which one sits at the bottom of the stability order? a does.